Record 1
This record from OMol25 describes a molecular structure, C9H15BCrMnN5O22S. The level of theory is ωB97M-V with the def2-TZVPD basis set.

Output
**Frontier orbital gap (alpha / beta)**: 0.0919 / 0.2357 hartree
**Spin multiplicity**: 11
**Molecular weight**: 695.04 g mol⁻¹
**⟨S²⟩**: 30.05
**HOMO energy (alpha / beta)**: -0.199 / -0.344 hartree
**LUMO energy (alpha / beta)**: -2.915 / -2.936 eV
**Net charge**: 0

Last column: Mulliken charge in e.
Geometry (Å):
Mn -3.087 0.153 1.079  0.927
Cr 1.603 -1.846 1.922  0.751
O 5.692 1.049 2.235  -0.618
C 5.029 1.423 1.286  0.275
O 5.318 2.415 0.508  -0.502
B 4.375 2.401 -0.567  1.198
O 3.485 1.259 -0.396  -0.400
C 3.724 0.775 0.807  0.522
O 3.090 -0.075 1.466  -0.316
O 4.997 2.170 -1.889  -0.484
C 4.856 3.227 -2.678  0.605
O 5.480 3.420 -3.741  -0.619
C 4.117 4.280 -1.852  0.553
O 3.753 3.684 -0.704  -0.461
O 3.973 5.459 -2.112  -0.590
S -0.878 -1.116 1.630  1.593
O -0.288 -2.437 1.490  -0.580
O 0.212 -0.373 2.219  -0.715
O -1.353 -0.548 0.407  0.005
O -2.108 -0.926 2.416  -0.881
C 0.114 -5.488 2.875  -0.713
N 0.549 -4.437 3.748  0.810
O 1.430 -3.697 3.244  -0.632
O 0.107 -4.152 4.870  -0.617
H 0.039 -5.124 1.850  0.199
H -0.854 -5.811 3.257  0.285
H 0.909 -6.234 2.891  0.283
C -4.074 2.976 -2.301  -0.830
N -3.906 1.594 -1.697  0.900
O -3.025 1.354 -0.866  -0.393
O -4.763 0.756 -1.955  -0.470
H -4.363 3.542 -1.416  0.327
H -4.941 3.028 -2.961  0.330
H -3.114 3.319 -2.687  0.299
C 0.327 -0.437 -2.124  -0.398
N 1.451 -1.249 -1.594  0.706
O 1.542 -1.439 -0.364  -0.176
O 2.183 -1.889 -2.330  -0.528
H 0.121 0.351 -1.401  -0.037
H -0.573 -1.044 -2.224  0.156
H 0.603 0.070 -3.049  0.355
C -5.163 -2.902 -1.438  -0.810
N -3.887 -2.268 -1.034  0.662
O -2.842 -2.391 -1.676  -0.434
O -3.825 -1.416 -0.152  -0.343
H -5.720 -3.135 -0.531  0.333
H -5.058 -3.859 -1.949  0.302
H -5.710 -2.255 -2.124  0.283
C 0.565 2.408 0.965  -0.565
N -0.606 2.663 1.906  0.862
O -1.701 2.067 1.779  -0.496
O -0.396 3.565 2.766  -0.502
H 1.458 2.636 1.548  0.398
H 0.511 3.092 0.118  0.379
H 0.622 1.411 0.527  -0.194

Record 2
This record from OMol25 describes a single C5H9NO molecule. The level of theory is ωB97M-V with the def2-TZVPD basis set.

Output
**Energy above the lowest of the compared OMol25 structures with the same formula, charge and spin**: 20.4 kcal per mole
**Frontier orbital gap**: 0.3888 hartree
**Molecular weight**: 99.13 g mol⁻¹
**HOMO energy**: -0.355 hartree
**LUMO energy**: 0.917 eV
**Net charge**: 0

Last column: Mulliken charge in e.
Geometry (Å):
C -1.343 -0.050 -1.310  -1.311
C -0.957 0.109 0.163  0.321
C -0.440 1.512 0.517  0.172
O -0.834 2.636 0.320  -0.623
N 0.688 1.006 1.097  -0.111
C 0.396 -0.399 0.805  0.158
C 1.501 -1.091 0.024  -1.431
H -1.346 0.922 -1.813  0.320
H -2.348 -0.458 -1.417  0.304
H -0.677 -0.702 -1.871  0.339
H -1.798 -0.168 0.808  0.377
H 1.534 1.460 1.408  0.196
H 0.212 -0.965 1.729  0.234
H 1.698 -0.623 -0.947  0.359
H 1.286 -2.154 -0.126  0.321
H 2.428 -1.036 0.613  0.376

Record 3
This record from OMol25 describes 11 unconnected molecules or ions with the total composition H22O11. The level of theory is ωB97M-V with the def2-TZVPD basis set.

Output
**Energy above the lowest of the compared OMol25 structures with the same formula, charge and spin**: 80.4 kcal per mole
**Frontier orbital gap**: 0.3708 hartree
**Molecular weight**: 198.16 g mol⁻¹
**HOMO energy**: -0.388 hartree
**LUMO energy**: -0.471 eV
**Net charge**: 0

Last column: Mulliken charge in e.
Geometry (Å):
O 1.066 0.812 -0.069  -0.576
H 0.398 0.416 0.503  0.297
H 1.841 0.253 0.055  0.231
O 1.559 3.102 1.463  -0.559
H 0.644 3.230 1.189  0.279
H 1.609 3.537 2.322  0.295
O -3.219 3.477 -1.868  -0.625
H -2.376 3.156 -1.529  0.315
H -3.812 2.723 -1.776  0.291
O -0.834 -2.165 3.286  -0.611
H -1.636 -2.211 3.818  0.297
H -1.082 -2.580 2.452  0.321
O 4.056 -1.064 1.900  -0.618
H 3.488 -1.038 1.122  0.306
H 4.826 -1.568 1.612  0.320
O 0.000 -3.488 -2.348  -0.639
H -0.655 -2.864 -2.015  0.275
H 0.014 -4.188 -1.686  0.332
O -3.057 -1.765 0.931  -0.638
H -3.647 -1.784 1.693  0.288
H -3.376 -2.480 0.369  0.322
O 4.733 1.675 -1.559  -0.625
H 4.733 2.632 -1.680  0.312
H 4.471 1.330 -2.420  0.316
O -2.373 -1.524 -1.253  -0.656
H -2.159 -2.440 -1.462  0.254
H -2.026 -1.400 -0.362  0.413
O -2.257 3.494 0.625  -0.566
H -2.819 3.099 1.302  0.293
H -1.821 4.224 1.079  0.291
O 1.566 -1.314 -1.878  -0.625
H 1.388 -2.065 -2.456  0.344
H 0.758 -1.220 -1.360  0.346